Formula: C5H10O2
Source: the OMol25 dataset
Level of theory: the ωB97M-V functional and the def2-TZVPD basis

The geometry in XYZ format:
```
17
Properties=species:S:1:pos:R:3
C 1.707 0.265 -0.692
C 0.804 -0.674 0.056
O 1.103 -1.820 0.353
C -0.586 -0.182 0.468
C -0.721 1.266 0.965
C -1.090 -0.536 -0.962
O -1.033 -1.039 1.477
H 1.277 0.736 -1.585
H 2.620 -0.263 -0.961
H 1.923 1.060 0.027
H 0.043 1.459 1.728
H -1.690 1.422 1.458
H -0.622 2.017 0.175
H -1.852 -1.312 -0.944
H -0.220 -1.014 -1.481
H -1.331 0.338 -1.564
H -0.331 -1.723 1.483
```

The calculation puts the energy relative to the best compared isomer or geometry (same formula, charge and spin) at 155.0 kJ/mol. Its structure (SMILES) is CC(=O)C(C)(C)O. The frontier orbital gap comes out at 10.50 eV. Its molecular weight is 102.1 g mol⁻¹. For the lowest unoccupied orbital energy, the calculation gives 0.0303 hartree. The calculation puts the total energy at -9441.4367 eV.